Record 1
Density functional theory data (ωB97M-V with the def2-TZVPD basis set) for a molecular structure, C32H82CaN6O11.

As for the multiplicity: 2. As for the HOMO-LUMO gap (alpha / beta): 0.2479 / 0.1074 Eh. Its expectation value of S² is 0.7544. The net charge is +1.

Each line ends with the Mulliken spin population.
Atoms and positions in Å:
Ca  9.833  1.731  -42.038  0.000
O  12.292  -2.395  -37.244  0.000
O  8.271  -4.035  -38.547  0.000
O  10.181  -0.549  -42.723  0.000
O  1.143  0.831  -41.390  0.000
O  10.693  -5.435  -43.434  0.001
O  5.188  -9.339  -45.393  0.007
O  7.061  -0.792  -50.824  0.000
O  6.924  -3.214  -47.403  0.007
O  7.594  1.164  -42.393  0.000
O  7.213  1.751  -47.467  0.000
O  5.372  -4.178  -43.332  0.007
N  10.197  -1.736  -39.574  0.000
N  5.419  2.132  -44.247  0.000
N  12.501  -2.313  -42.900  0.000
N  8.687  -2.383  -49.121  0.001
N  6.297  -7.019  -43.877  0.772
N  4.727  1.724  -41.015  0.000
C  3.593  0.856  -41.339  0.000
C  12.448  -3.681  -43.186  0.000
C  8.811  -1.663  -39.092  0.000
C  10.959  -4.069  -43.140  0.000
C  5.219  -9.120  -46.808  0.001
C  7.394  -5.112  -38.780  0.000
C  10.930  -5.828  -44.699  0.000
C  7.153  -5.822  -43.897  0.044
C  10.909  -2.986  -39.161  0.000
C  2.283  1.582  -40.959  0.000
C  7.775  0.400  -47.501  0.000
C  12.539  -2.485  -35.852  0.000
C  13.505  -4.431  -42.435  0.000
C  7.861  -2.877  -39.326  0.001
C  5.748  1.516  -45.502  0.000
C  4.434  1.375  -46.312  0.000
C  6.643  -4.683  -42.985  0.067
C  4.959  -6.988  -44.507  0.027
C  7.550  -0.250  -42.580  0.000
C  4.797  -3.282  -42.325  0.002
C  8.446  -1.025  -51.079  0.000
C  6.862  2.297  -46.208  0.000
C  6.237  -3.143  -46.139  0.006
C  8.248  -3.706  -47.225  0.000
C  3.796  -0.473  -40.538  0.000
C  8.886  -0.909  -43.239  0.000
C  8.847  -3.769  -48.598  0.000
C  -0.116  1.418  -40.934  0.000
C  11.157  -3.134  -37.655  0.000
C  4.388  -8.408  -44.663  0.009
C  8.810  -2.369  -50.573  0.000
C  6.596  0.496  -51.267  0.000
H  2.179  1.630  -39.875  0.000
H  5.633  1.460  -41.375  0.000
H  3.830  2.269  -46.466  0.000
H  5.032  -3.600  -41.309  0.000
H  -0.185  1.538  -39.853  0.000
H  14.510  -4.040  -42.592  0.000
H  7.274  -5.540  -44.943  0.047
H  6.684  -7.824  -44.349  -0.032
H  8.041  -3.061  -50.917  0.000
H  8.390  -4.603  -49.131  0.000
H  9.052  -0.248  -50.615  0.000
H  7.643  -5.585  -39.730  0.000
H  11.313  -4.186  -37.418  0.000
H  8.814  -1.996  -43.220  -0.001
H  11.642  -2.265  -35.272  0.000
H  13.417  -5.488  -42.683  0.000
H  6.353  -4.864  -38.987  0.000
H  5.894  -4.157  -45.933  -0.002
H  4.509  2.683  -41.245  0.000
H  12.210  -2.299  -41.933  0.000
H  7.268  -3.794  -43.077  -0.019
H  4.268  -8.827  -43.664  0.000
H  9.897  -4.037  -48.480  0.000
H  3.718  -3.331  -42.465  0.000
H  4.983  -6.633  -45.538  0.057
H  8.884  -0.792  -44.323  0.000
H  3.355  -8.384  -45.008  0.000
H  6.642  -0.618  -43.058  0.000
H  13.252  -1.692  -35.624  0.000
H  8.420  -0.754  -39.549  0.000
H  7.786  2.335  -45.632  0.000
H  2.217  2.574  -41.405  0.000
H  3.661  -0.322  -39.467  0.000
H  6.312  2.140  -43.775  0.000
H  6.653  0.580  -52.352  0.000
H  9.791  -2.633  -50.967  0.000
H  8.219  -4.708  -46.796  0.004
H  6.587  -5.008  -41.946  -0.008
H  4.630  0.883  -47.266  0.000
H  11.733  -1.785  -43.290  0.000
H  3.567  0.635  -42.406  0.000
H  6.224  0.542  -45.388  0.000
H  13.251  -4.416  -41.375  0.000
H  10.273  -2.857  -37.082  0.000
H  7.350  -0.607  -41.570  0.000
H  10.316  -3.861  -39.430  0.000
H  8.585  0.272  -46.782  0.000
H  -0.317  2.421  -41.311  0.000
H  10.150  -1.705  -40.582  0.000
H  2.965  -1.157  -40.714  0.000
H  10.528  -3.925  -42.149  0.000
H  -0.904  0.742  -41.265  0.000
H  4.294  -6.327  -43.952  0.013
H  3.839  0.679  -45.721  0.000
H  5.566  0.770  -51.037  0.000
H  10.359  -5.254  -45.428  0.000
H  7.818  -2.006  -48.771  0.000
H  8.922  -3.147  -46.575  -0.001
H  11.838  -3.055  -39.727  0.000
H  11.955  -5.781  -45.066  0.000
H  4.233  -8.876  -47.204  -0.001
H  5.914  -8.336  -47.111  0.001
H  10.331  -3.536  -43.854  0.000
H  7.882  -3.146  -40.382  0.000
H  7.535  -5.865  -38.005  0.000
H  5.648  -9.993  -47.298  0.000
H  5.444  -2.396  -46.121  0.002
H  6.822  -2.673  -39.066  0.000
H  5.050  -2.233  -42.484  -0.002
H  6.882  -2.825  -45.320  -0.006
H  7.167  1.325  -50.849  0.000
H  8.117  0.130  -48.500  0.000
H  8.521  -0.935  -52.163  0.000
H  8.838  -1.314  -38.060  0.000
H  6.511  3.297  -46.461  0.000
H  4.722  -0.992  -40.783  0.000
H  4.917  1.451  -43.697  0.000
H  6.878  -0.177  -47.279  0.000
H  12.638  -3.827  -44.250  0.000
H  12.985  -3.423  -35.523  0.000
H  10.603  -6.853  -44.872  0.000
H  8.174  -5.991  -43.553  -0.006

---

Record 2
Density functional theory data (ωB97M-V with the def2-TZVPD basis set) for a molecular structure, C32H83F3N7O9V.

As for the multiplicity: 3. As for the HOMO-LUMO gap (alpha / beta): 0.1455 / 0.1689 Eh. Its expectation value of S² is 2.0404. The net charge is +2.

Each line ends with the Mulliken spin population.
Atoms and positions in Å:
V  1.901  -1.562  2.557  1.293
F  0.269  0.287  1.146  -0.023
F  -1.676  0.311  0.560  0.039
F  -0.793  -1.275  1.868  0.010
O  -4.576  2.857  2.544  0.000
O  1.249  -3.699  -4.886  0.003
O  4.513  0.989  0.262  0.000
O  2.492  -2.723  1.658  -0.258
O  1.023  6.782  2.151  0.000
O  0.449  -3.991  4.296  0.000
O  0.799  -0.567  -1.128  0.138
O  -2.858  -4.495  -1.804  0.000
O  -2.479  2.622  -1.301  -0.004
N  -0.213  3.294  1.859  -0.001
N  3.102  -6.867  -5.510  0.000
N  3.103  0.174  2.381  -0.030
N  2.649  -2.226  4.536  -0.016
N  -2.156  2.792  -4.937  0.000
N  -4.626  6.525  2.299  0.000
N  -0.554  -6.117  -2.911  0.000
C  3.068  1.828  2.016  0.012
C  -2.389  2.130  -3.664  0.004
C  4.208  2.427  2.888  -0.002
C  4.006  -5.042  -4.218  0.000
C  -0.696  -4.832  4.319  0.001
C  -0.889  -6.073  -1.507  0.000
C  1.347  7.733  3.152  0.000
C  0.327  -6.173  -0.583  -0.005
C  1.923  -4.771  -5.612  0.000
C  -0.165  -1.280  -0.459  0.624
C  2.692  -5.708  -4.697  -0.001
C  5.272  1.169  -0.940  0.000
C  0.542  -1.240  5.247  0.009
C  3.404  1.889  0.504  0.000
C  0.507  5.551  2.590  0.000
C  -1.310  1.065  -3.404  -0.031
C  0.356  4.587  1.459  0.000
C  -0.646  -0.479  0.689  0.028
C  -3.761  2.077  -1.008  0.000
C  -4.242  4.207  2.863  0.000
C  -3.478  2.010  2.829  0.000
C  -2.391  3.231  -2.610  0.000
C  -3.514  -3.259  -1.522  0.000
C  0.956  -3.647  5.513  -0.005
C  -5.240  5.178  2.284  0.000
C  0.540  -2.745  -5.767  0.000
C  -1.611  -4.743  -1.165  -0.014
C  -0.305  5.097  0.266  0.000
C  -5.618  4.878  0.866  0.000
C  2.369  -0.067  -3.002  0.013
C  1.501  -2.306  5.637  0.000
C  1.300  -1.043  -2.411  0.007
H  2.007  -5.913  -3.787  0.000
H  0.261  5.910  -0.174  0.000
H  1.852  -2.106  6.668  0.000
H  1.151  -1.894  -6.049  0.000
H  1.420  4.424  1.116  0.000
H  -0.393  -2.407  -5.306  0.000
H  -3.307  4.530  2.423  0.000
H  3.706  2.911  0.269  0.000
H  -4.166  6.797  3.140  0.000
H  -1.680  0.266  -2.697  0.031
H  3.701  -0.112  1.580  0.011
H  2.980  -3.141  4.220  0.004
H  -3.810  1.031  2.513  0.000
H  -1.245  5.626  0.512  0.000
H  3.409  -1.606  4.856  0.002
H  -1.616  -6.839  -1.237  0.000
H  2.527  1.598  -0.102  0.000
H  0.101  -1.262  4.272  -0.006
H  3.708  -0.005  3.218  0.009
H  -4.431  -3.375  -2.118  0.001
H  4.722  -4.926  -5.075  0.000
H  -3.172  3.975  -2.779  0.000
H  2.581  -4.357  -6.341  0.000
H  0.200  -3.634  6.327  0.000
H  -2.482  2.280  -5.740  0.000
H  1.495  -2.114  -2.234  -0.006
H  1.155  -5.630  -1.069  0.002
H  1.142  5.043  3.283  0.000
H  3.845  2.497  3.922  0.000
H  4.390  3.467  2.554  -0.001
H  1.082  -0.249  5.248  0.001
H  -2.596  2.240  2.235  0.000
H  1.550  8.629  2.545  0.000
H  -5.304  7.225  2.142  0.000
H  2.356  -7.537  -5.466  0.000
H  -0.948  3.585  2.509  0.000
H  2.163  -0.189  -4.059  0.000
H  -6.227  5.655  0.349  0.000
H  0.548  7.904  3.956  0.000
H  1.970  0.940  -2.755  -0.004
H  1.669  -4.416  5.761  -0.001
H  5.128  1.844  2.794  -0.001
H  2.283  7.516  3.679  0.000
H  -1.682  -4.526  -0.060  0.000
H  4.663  1.607  -1.719  0.000
H  -0.429  1.567  -2.995  -0.004
H  -0.664  2.918  1.012  0.001
H  -0.663  -2.156  -0.915  0.144
H  -4.500  2.747  -1.486  0.000
H  -4.214  4.310  3.964  0.000
H  3.917  -7.291  -5.137  0.000
H  -1.483  -4.309  4.897  0.000
H  -0.102  -5.243  -3.197  0.000
H  1.199  -5.394  -6.187  0.000
H  -3.634  -3.065  -0.452  0.000
H  3.810  -4.046  -3.786  0.000
H  0.134  -5.630  0.356  0.005
H  -3.950  2.106  0.090  0.001
H  5.623  0.173  -1.242  0.000
H  2.089  2.177  2.332  -0.005
H  -6.198  5.077  2.850  0.000
H  -0.137  -1.252  6.133  0.001
H  -1.401  3.723  -2.695  0.000
H  3.393  -0.411  -2.840  0.000
H  -3.375  1.719  -3.777  0.000
H  -4.733  4.746  0.252  0.000
H  -0.978  0.551  -4.290  -0.002
H  -0.963  -4.930  3.228  0.000
H  -2.983  -2.444  -2.016  0.005
H  0.373  -0.971  -2.955  0.003
H  -1.203  3.070  -5.063  0.000
H  6.175  1.765  -0.763  0.000
H  -0.417  4.253  -0.415  0.000
H  -6.084  3.920  0.948  0.000
H  0.331  -3.387  -6.646  0.000
H  -0.482  5.649  3.082  0.000
H  -0.890  -4.021  -1.574  0.015
H  4.521  -5.754  -3.581  0.000
H  -0.504  -5.798  4.757  0.000
H  -3.258  2.022  3.899  0.000
H  -1.385  -6.258  -3.509  0.000
H  -3.988  1.029  -1.390  0.000
H  0.663  -7.185  -0.400  0.000

---

Record 3
Density functional theory data (ωB97M-V with the def2-TZVPD basis set) for 9 unconnected molecules or ions with the total composition C32H84ClN4O16.

As for the multiplicity: 2. As for the HOMO-LUMO gap (alpha / beta): 0.2772 / 0.1055 Eh. Its expectation value of S² is 0.7541. The net charge is 0.

Each line ends with the Mulliken spin population.
Atoms and positions in Å:
Cl  24.722  -24.129  10.052  0.003
O  35.329  -26.614  8.111  0.000
O  25.411  -22.909  10.390  0.001
O  22.883  -30.102  6.839  0.000
O  26.041  -26.791  3.558  0.000
O  18.652  -26.704  9.811  0.000
O  23.317  -23.890  10.311  0.000
O  17.404  -23.418  11.584  0.000
O  25.228  -25.228  10.809  0.000
O  26.283  -21.698  7.123  -0.002
O  24.936  -24.387  8.663  0.000
O  23.243  -17.781  9.631  0.017
O  29.346  -26.030  8.402  0.000
O  24.249  -28.221  10.765  0.000
O  20.843  -19.369  13.520  0.000
O  26.808  -18.246  6.211  0.012
O  24.226  -24.348  13.756  0.000
N  25.505  -19.252  8.317  0.773
N  32.814  -25.097  7.404  0.000
N  19.572  -21.281  11.973  0.000
N  21.801  -27.953  8.832  0.000
C  25.074  -26.374  4.485  0.000
C  25.956  -28.789  12.397  0.000
C  26.830  -18.641  8.557  0.010
C  27.646  -18.737  7.194  0.000
C  16.109  -23.933  11.680  0.000
C  19.548  -22.730  12.128  0.000
C  31.758  -26.066  7.595  0.000
C  21.030  -26.732  9.159  0.000
C  24.430  -22.384  5.512  0.001
C  26.594  -23.688  13.900  0.000
C  30.657  -25.458  8.516  0.000
C  22.528  -29.824  5.462  0.000
C  20.911  -20.928  11.526  0.000
C  25.126  -23.306  13.923  0.000
C  24.319  -18.285  10.376  0.038
C  34.374  -26.224  9.146  0.000
C  25.843  -26.321  5.797  0.000
C  22.864  -27.731  7.844  0.000
C  23.637  -28.989  7.364  0.000
C  21.437  -18.751  14.673  0.000
C  21.707  -20.345  12.797  0.000
C  36.194  -27.672  8.480  0.000
C  18.252  -23.387  12.740  0.000
C  33.609  -24.969  8.717  0.000
C  28.321  -25.316  9.214  0.000
C  24.809  -19.569  9.548  0.076
C  22.247  -17.157  10.456  0.000
C  25.572  -28.677  10.921  0.000
C  25.816  -21.909  5.768  -0.003
C  17.469  -27.226  10.570  0.000
C  27.398  -18.182  4.875  -0.001
C  20.038  -26.768  10.295  0.000
H  15.727  -24.126  10.678  0.000
H  20.248  -27.624  10.936  0.000
H  28.161  -17.407  4.801  0.001
H  25.660  -20.154  7.891  -0.001
H  34.933  -26.052  10.066  0.000
H  27.215  -22.802  14.027  0.000
H  17.783  -28.001  11.270  0.000
H  24.120  -29.434  8.234  0.000
H  28.137  -19.658  6.878  0.002
H  22.422  -28.150  9.604  0.000
H  31.996  -27.067  7.953  0.000
H  25.434  -20.192  10.188  0.018
H  24.047  -18.637  11.371  -0.005
H  26.479  -25.438  5.730  0.000
H  31.222  -26.234  6.660  0.000
H  28.058  -24.318  8.867  0.000
H  26.195  -27.855  10.568  0.000
H  20.887  -17.844  14.922  0.000
H  26.347  -22.596  7.457  -0.001
H  20.818  -20.008  10.948  0.000
H  16.141  -24.848  12.273  0.000
H  24.933  -22.960  14.938  0.000
H  33.103  -24.477  9.548  0.000
H  20.229  -25.918  10.951  0.000
H  25.193  -29.255  13.021  0.000
H  25.251  -26.092  6.683  0.000
H  21.935  -30.589  4.960  0.000
H  23.923  -20.168  9.337  0.010
H  24.386  -27.218  4.536  0.000
H  25.781  -29.593  10.368  0.000
H  26.858  -29.382  12.244  0.000
H  21.985  -21.186  13.432  0.000
H  20.348  -26.517  8.336  0.000
H  33.434  -25.370  6.655  0.000
H  36.950  -27.290  9.167  0.000
H  21.467  -21.703  10.997  0.000
H  18.608  -24.332  13.150  0.000
H  16.839  -26.448  11.002  0.000
H  15.445  -23.227  12.178  0.000
H  24.443  -23.375  5.967  0.000
H  27.641  -19.144  4.424  0.000
H  26.463  -26.044  3.127  0.000
H  21.781  -25.947  9.253  0.000
H  26.867  -24.255  13.010  0.000
H  24.563  -25.480  4.128  0.000
H  21.849  -17.738  11.288  0.001
H  34.427  -24.287  8.483  0.000
H  22.461  -18.416  14.509  0.000
H  22.646  -16.237  10.884  0.000
H  25.964  -20.973  5.229  -0.001
H  26.172  -27.891  12.974  0.000
H  33.702  -27.063  9.324  0.000
H  28.464  -18.051  7.413  0.001
H  19.578  -20.868  12.895  0.000
H  27.352  -25.784  9.040  0.000
H  28.696  -25.358  10.237  0.000
H  20.333  -23.012  12.829  0.000
H  24.200  -22.366  4.446  0.000
H  26.827  -17.576  8.789  0.013
H  22.492  -19.714  12.380  -0.001
H  27.342  -19.355  9.202  0.034
H  21.895  -28.963  5.249  0.000
H  24.738  -22.510  13.289  0.000
H  21.336  -16.885  9.924  0.001
H  30.969  -25.335  9.553  0.000
H  30.618  -24.410  8.218  0.000
H  21.605  -19.409  15.526  0.000
H  26.818  -24.274  14.792  0.000
H  23.367  -29.792  4.767  0.000
H  25.033  -17.462  10.407  0.002
H  23.583  -21.885  5.984  0.000
H  24.303  -24.608  12.835  0.000
H  26.581  -27.101  5.987  0.000
H  17.865  -22.768  13.550  0.000
H  24.645  -28.819  6.987  0.000
H  23.550  -27.036  8.329  0.000
H  36.673  -28.066  7.583  0.000
H  19.934  -23.298  11.281  0.000
H  26.750  -17.757  4.108  0.000
H  35.657  -28.482  8.974  0.000
H  16.911  -27.816  9.843  0.000
H  24.316  -27.346  11.155  0.000
H  22.590  -27.080  7.014  0.000
H  26.537  -22.571  5.288  0.001